Record 1
Below is an isolated ion of composition C14H26ClN2O3S and charge +1 in a non-equilibrium geometry, with properties calculated with ωB97M-V/def2-TZVPD.

Output
ΔE to the lowest compared entry with this formula, charge and spin in kJ/mol: 706.5
Net charge: +1
Spin multiplicity: 1
LUMO energy in hartree: -0.1633
DFT total energy in Eh: -1742.122899
Max |F| in eV Å⁻¹: 9.20

The geometry in XYZ format:
```
47
C14H26ClN2O3S (ωB97M-V/def2-TZVPD)
C 5.285 -2.503 1.124
N 4.695 -1.557 0.058
C 3.741 -0.673 0.833
C 2.866 0.370 -0.083
N 2.124 1.381 0.498
C 1.312 2.265 -0.426
C -0.012 2.599 0.536
C 0.340 3.712 1.697
O 1.165 3.527 2.738
Cl -0.514 5.394 1.575
C 0.898 1.342 -1.717
O 0.816 2.132 -2.955
O 0.049 0.153 -1.536
C -1.355 0.407 -1.895
C -2.135 -1.034 -1.861
C -1.113 -2.318 -1.540
C -3.475 -1.083 -0.920
C -3.344 -0.328 0.528
C -1.981 -0.665 1.373
C -4.624 -0.882 1.451
S 2.610 0.521 -1.932
H 5.804 -1.836 1.967
H 4.436 -3.117 1.677
H 6.142 -3.188 0.691
H 5.520 -0.955 -0.222
H 4.383 -0.003 1.576
H 3.010 -1.409 1.422
H 2.200 1.423 1.546
H 1.932 3.214 -0.801
H -0.269 1.578 1.073
H -0.928 2.989 -0.118
H 0.257 2.944 -2.693
H -1.456 0.849 -2.999
H -1.786 1.228 -1.182
H -2.508 -1.235 -2.977
H -0.393 -2.387 -2.464
H -0.577 -2.222 -0.505
H -1.825 -3.275 -1.542
H -4.407 -0.673 -1.500
H -3.691 -2.238 -0.712
H -3.479 0.831 0.406
H -0.979 -0.514 0.788
H -2.064 -1.728 1.907
H -1.950 0.116 2.275
H -4.300 -1.962 1.802
H -4.876 -0.154 2.333
H -5.541 -1.038 0.707
```

Record 2
Below is a 5-piece molecular cluster, C14H26F3NO12S overall in a non-equilibrium geometry, with properties calculated with ωB97M-V/def2-TZVPD.

Output
Net charge: 0
Spin multiplicity: 1
LUMO energy in hartree: 0.0068
DFT total energy in Eh: -2204.456546
Max |F| in eV Å⁻¹: 1.26

The geometry in XYZ format:
```
57
C14H26F3NO12S (ωB97M-V/def2-TZVPD)
N 0.794 -0.512 -1.022
H 1.724 -0.900 -0.887
H 0.693 0.450 -0.701
H 0.155 -1.131 -0.503
H 0.520 -0.546 -2.034
C -0.007 -1.058 -4.216
O -0.610 -0.121 -3.268
O 0.631 -1.928 -3.517
C -1.105 -1.619 -5.149
F -0.688 -2.662 -5.862
F -2.214 -2.021 -4.479
F -1.524 -0.677 -6.038
C -1.565 0.880 -3.585
C -1.917 1.601 -2.295
H -1.234 2.428 -2.086
H -2.905 2.064 -2.363
H -1.926 0.906 -1.455
H -2.454 0.441 -4.040
H -1.128 1.592 -4.298
H 0.636 -0.437 -4.899
C -2.508 2.577 4.323
C -0.997 2.521 4.073
C -0.359 1.150 4.384
O 0.182 0.710 3.152
C -0.003 1.651 2.203
O 0.432 1.585 1.098
O -0.741 2.675 2.669
H -2.985 2.376 3.367
H -2.800 3.562 4.687
H -2.839 1.879 5.091
H -0.489 3.337 4.583
H -1.101 0.425 4.713
H 0.436 1.232 5.124
C -1.088 -2.809 4.879
C -0.530 -3.610 3.728
C -1.576 -4.523 3.058
O -1.822 -3.892 1.794
C -0.926 -2.911 1.577
O -0.820 -2.351 0.536
O -0.174 -2.688 2.662
H -1.936 -2.201 4.545
H -0.350 -2.133 5.304
H -1.519 -3.463 5.640
H 0.396 -4.118 3.983
H -2.525 -4.530 3.588
H -1.202 -5.525 2.864
C 4.751 2.271 -3.391
C 3.283 2.210 -3.818
O 2.648 1.541 -2.735
S 3.467 1.669 -1.379
O 3.933 0.380 -1.002
O 2.745 2.473 -0.467
O 4.681 2.519 -1.987
H 5.324 3.055 -3.868
H 5.175 1.278 -3.574
H 3.101 1.713 -4.768
H 2.858 3.213 -3.939
```

Record 3
Below is C14H26F3NO20PS4 as an isolated structure in a non-equilibrium geometry, with properties calculated with ωB97M-V/def2-TZVPD.

Output
Net charge: -1
Spin multiplicity: 1
LUMO energy in hartree: 0.0681
DFT total energy in Eh: -4341.994193
Max |F| in eV Å⁻¹: 10.31

The geometry in XYZ format:
```
69
C14H26F3NO20PS4 (ωB97M-V/def2-TZVPD)
C -4.857 -0.022 -1.571
C -4.877 -1.376 -0.653
C -5.233 -2.798 -1.419
O -4.686 -3.796 -0.471
P -3.040 -3.224 -0.152
C -3.331 -2.909 1.747
O -2.799 -1.639 2.220
C -1.493 -1.681 2.772
F -0.784 -2.934 2.765
F -0.662 -0.722 2.004
F -1.559 -1.104 4.137
O -1.303 -3.023 -0.135
C -0.980 -2.212 -1.296
N -0.605 -1.352 -2.141
O -3.451 -1.510 -0.282
H -4.039 -0.181 -2.389
H -5.888 0.232 -2.048
H -4.539 0.883 -0.901
H -5.648 -1.331 0.228
H -6.376 -2.989 -1.617
H -4.762 -2.796 -2.501
H -2.746 -4.641 0.033
H -2.847 -3.429 -1.577
H -3.086 -3.841 2.397
H -4.506 -2.805 1.817
C 1.036 2.296 2.788
C -0.058 2.452 1.746
O -0.787 3.624 2.144
S 0.231 4.670 2.857
O 0.633 5.643 1.876
O -0.306 5.029 4.141
O 1.468 3.629 3.087
H 0.647 1.851 3.709
H 1.871 1.695 2.420
H -0.721 1.586 1.702
H 0.368 2.635 0.755
C 4.862 2.679 0.261
C 5.533 1.484 -0.396
O 4.468 0.608 -0.747
S 3.143 1.493 -1.113
O 3.072 1.640 -2.545
O 2.036 1.010 -0.328
O 3.662 2.897 -0.481
H 4.585 2.457 1.296
H 5.492 3.570 0.237
H 6.239 0.985 0.271
H 6.047 1.776 -1.317
C 0.167 5.942 -2.849
C 1.473 6.097 -3.620
O 2.448 5.398 -2.848
S 1.730 4.142 -2.100
O 1.962 2.948 -2.882
O 2.029 4.213 -0.700
O 0.187 4.614 -2.331
H 0.124 6.637 -2.005
H -0.708 6.090 -3.486
H 1.760 7.142 -3.748
H 1.411 5.615 -4.601
C 0.876 -5.101 1.253
C 1.977 -4.781 0.250
O 2.870 -5.894 0.311
S 2.017 -7.238 0.649
O 1.748 -7.923 -0.587
O 2.618 -7.883 1.785
O 0.648 -6.506 1.133
H 1.203 -4.895 2.277
H -0.042 -4.547 1.047
H 2.500 -3.854 0.488
H 1.579 -4.723 -0.768
```

Record 4
Below is a 6-piece molecular cluster, C14H26N2O16S2 overall in a non-equilibrium geometry, with properties calculated with ωB97M-V/def2-TZVPD.

Output
Structure (SMILES): C[N+](=O)[O-].C[N+](=O)[O-].O=S1(=O)OCCO1.O=S1(=O)OCCO1.O=C1CCCO1.O=C1CCCO1
Net charge: 0
Spin multiplicity: 1
LUMO energy in hartree: 0.0067
DFT total energy in Eh: -2658.538489
Max |F| in eV Å⁻¹: 2.13

The geometry in XYZ format:
```
60
C14H26N2O16S2 (ωB97M-V/def2-TZVPD)
C 10.470 0.134 14.517
N 9.837 -0.129 13.195
O 9.147 0.748 12.708
O 10.035 -1.196 12.654
H 11.164 0.954 14.371
H 10.952 -0.786 14.821
H 9.619 0.392 15.141
C 5.931 0.850 14.757
N 5.769 -0.629 14.807
O 4.655 -1.055 14.990
O 6.778 -1.295 14.655
H 6.978 1.133 14.868
H 5.443 1.359 15.582
H 5.634 1.200 13.773
O 10.719 0.888 5.365
S 9.369 0.813 5.823
O 9.168 0.725 7.233
O 8.396 1.904 5.154
C 7.783 1.457 3.940
C 8.149 -0.048 3.828
O 8.524 -0.425 5.150
H 6.727 1.601 4.168
H 8.136 2.058 3.108
H 8.936 -0.186 3.084
H 7.350 -0.728 3.550
O 6.277 -3.210 8.987
S 5.563 -2.074 9.432
O 4.160 -2.156 9.721
O 6.290 -1.440 10.726
C 6.981 -0.212 10.466
C 6.191 0.341 9.252
O 5.892 -0.804 8.496
H 6.865 0.419 11.340
H 8.030 -0.390 10.252
H 6.831 1.111 8.819
H 5.267 0.851 9.526
O 2.878 -2.563 12.749
C 2.185 -1.848 12.104
C 1.155 -2.263 11.057
C 0.750 -0.950 10.414
C 1.174 0.085 11.443
O 2.192 -0.505 12.230
H 1.630 -2.941 10.351
H 0.361 -2.820 11.555
H 1.286 -0.875 9.469
H -0.318 -0.832 10.232
H 1.444 1.036 10.977
H 0.314 0.402 12.044
O 2.771 -6.287 8.874
C 3.476 -6.484 9.810
C 3.612 -5.769 11.126
C 4.662 -6.595 11.862
C 4.636 -7.949 11.166
O 4.218 -7.655 9.832
H 3.847 -4.712 11.034
H 2.671 -5.847 11.678
H 5.607 -6.073 11.680
H 4.593 -6.661 12.946
H 5.602 -8.454 11.125
H 3.947 -8.687 11.592
```

HOMO-LUMO gap (computed, Ha): 0.3174; 0.2571; 0.2702; 0.3628
M (computed, Da): 337.9; 489.4; 744.6; 542.5